1.
The following is a DFT calculation (ωB97M-V/def2-TZVPD) of 10 unconnected molecules or ions with the total composition C21H60Cl2FNO12S.

Bonds (Å) are listed after each position.
CARTESIAN COORDINATES (ANGSTROEM)
1 C -2.244 -0.919 0.039  C2 1.530, H12 1.092, H13 1.085, H14 1.090
2 C -1.934 0.038 1.191  C1 1.530, Cl3 1.790, C4 1.533, H15 1.085
3 Cl -3.431 0.901 1.662  C2 1.790
4 C -1.474 -0.732 2.435  C2 1.533, Cl5 1.791, N6 1.465, H16 1.084
5 Cl -0.929 0.395 3.715  C4 1.791
6 N -0.435 -1.699 2.075  C4 1.465, O7 1.404, S8 1.684
7 O 0.848 -1.129 2.124  N6 1.404, H17 0.970
8 S -0.454 -3.110 2.994  N6 1.684, O9 1.419, O10 1.420, F11 1.553
9 O -1.778 -3.426 3.394  S8 1.419
10 O 0.310 -4.067 2.277  S8 1.420
11 F 0.354 -2.749 4.271  S8 1.553
12 H -2.473 -1.916 0.421  C1 1.092
13 H -3.101 -0.572 -0.529  C1 1.085
14 H -1.374 -1.016 -0.610  C1 1.090
15 H -1.180 0.767 0.914  C2 1.085
16 H -2.323 -1.261 2.853  C4 1.084
17 H 1.363 -1.661 1.497  O7 0.970
18 C 2.121 3.457 0.133  C19 1.515, H21 1.091, H22 1.091, H23 1.093
19 C 1.340 2.368 0.840  C18 1.515, O20 1.430, H24 1.089, H25 1.095
20 O 0.732 1.470 -0.092  C19 1.430, H26 0.963
21 H 1.468 4.018 -0.536  C18 1.091
22 H 2.568 4.148 0.848  C18 1.091
23 H 2.922 3.020 -0.470  C18 1.093
24 H 0.526 2.791 1.428  C19 1.089
25 H 1.990 1.808 1.520  C19 1.095
26 H 1.435 1.072 -0.616  O20 0.963
27 C 2.763 2.497 -4.150  C28 1.515, H30 1.092, H31 1.089, H32 1.093
28 C 4.256 2.584 -3.905  C27 1.515, O29 1.427, H33 1.090, H34 1.095
29 O 4.679 1.706 -2.862  C28 1.427, H35 0.963
30 H 2.218 2.727 -3.232  C27 1.092
31 H 2.451 3.189 -4.931  C27 1.089
32 H 2.481 1.486 -4.456  C27 1.093
33 H 4.537 3.586 -3.579  C28 1.090
34 H 4.810 2.361 -4.822  C28 1.095
35 H 4.468 0.807 -3.132  O29 0.963
36 C -7.337 -1.949 3.753  C37 1.516, H39 1.091, H40 1.092, H41 1.091
37 C -6.839 -2.230 2.349  C36 1.516, O38 1.426, H42 1.090, H43 1.096
38 O -5.671 -1.471 2.044  C37 1.426, H44 0.963
39 H -7.557 -0.887 3.872  C36 1.091
40 H -8.242 -2.520 3.970  C36 1.092
41 H -6.572 -2.215 4.484  C36 1.091
42 H -7.581 -1.951 1.601  C37 1.090
43 H -6.628 -3.299 2.231  C37 1.096
44 H -5.006 -1.698 2.703  O38 0.963
45 C 3.404 7.356 -5.519  C46 1.516, H48 1.090, H49 1.091, H50 1.093
46 C 2.953 5.908 -5.527  C45 1.516, O47 1.427, H51 1.090, H52 1.096
47 O 3.910 5.053 -6.150  C46 1.427, H53 0.963
48 H 3.586 7.703 -6.536  C45 1.090
49 H 2.651 7.996 -5.060  C45 1.091
50 H 4.334 7.467 -4.956  C45 1.093
51 H 2.033 5.797 -6.101  C46 1.090
52 H 2.760 5.565 -4.505  C46 1.096
53 H 4.733 5.124 -5.656  O47 0.963
54 C 2.937 -5.071 4.421  C55 1.516, H57 1.090, H58 1.090, H59 1.093
55 C 4.205 -5.100 3.589  C54 1.516, O56 1.424, H60 1.090, H61 1.096
56 O 5.367 -5.343 4.375  C55 1.424, H62 0.962
57 H 3.012 -4.314 5.201  C54 1.090
58 H 2.069 -4.858 3.797  C54 1.090
59 H 2.777 -6.032 4.915  C54 1.093
60 H 4.372 -4.136 3.108  C55 1.090
61 H 4.125 -5.858 2.802  C55 1.096
62 H 5.256 -6.193 4.813  O56 0.962
63 C -0.096 -5.669 8.133  C64 1.517, H66 1.090, H67 1.091, H68 1.093
64 C 0.883 -4.580 8.533  C63 1.517, O65 1.423, H69 1.089, H70 1.096
65 O 1.789 -4.263 7.482  C64 1.423, H71 0.963
66 H 0.440 -6.570 7.834  C63 1.090
67 H -0.764 -5.918 8.959  C63 1.091
68 H -0.706 -5.348 7.285  C63 1.093
69 H 1.499 -4.908 9.369  C64 1.089
70 H 0.343 -3.680 8.847  C64 1.096
71 H 1.272 -3.957 6.729  O65 0.963
72 C 3.800 3.860 -9.439  C73 1.514, H75 1.091, H76 1.090, H77 1.093
73 C 2.992 2.798 -8.723  C72 1.514, O74 1.429, H78 1.091, H79 1.095
74 O 2.354 1.895 -9.628  C73 1.429, H80 0.962
75 H 3.167 4.425 -10.124  C72 1.091
76 H 4.245 4.548 -8.721  C72 1.090
77 H 4.601 3.405 -10.029  C72 1.093
78 H 2.190 3.258 -8.144  C73 1.091
79 H 3.626 2.238 -8.028  C73 1.095
80 H 3.038 1.464 -10.150  O74 0.962
81 C -1.309 3.493 -7.221  C82 1.518, H84 1.091, H85 1.091, H86 1.093
82 C -1.644 3.097 -8.647  C81 1.518, O83 1.421, H87 1.090, H88 1.096
83 O -0.684 3.579 -9.577  C82 1.421, H89 0.964
84 H -1.239 4.579 -7.136  C81 1.091
85 H -2.068 3.136 -6.523  C81 1.091
86 H -0.346 3.070 -6.921  C81 1.093
87 H -2.598 3.528 -8.949  C82 1.090
88 H -1.727 2.007 -8.727  C82 1.096
89 H 0.168 3.193 -9.347  O83 0.964
90 C -6.007 -3.030 8.705  C91 1.517, H93 1.090, H94 1.091, H95 1.093
91 C -6.322 -3.320 7.251  C90 1.517, O92 1.425, H96 1.089, H97 1.095
92 O -5.373 -2.728 6.367  C91 1.425, H98 0.963
93 H -5.974 -1.954 8.879  C90 1.090
94 H -6.759 -3.469 9.363  C90 1.091
95 H -5.033 -3.442 8.980  C90 1.093
96 H -7.287 -2.896 6.976  C91 1.089
97 H -6.367 -4.401 7.078  C91 1.095
98 H -4.506 -3.093 6.573  O92 0.963

Values from the calculation:
LUMO level (eV): 0.06
Orbital gap (eV): 10.092
Spin multiplicity: 1
SMILES string: C[C@@H](Cl)[C@H](Cl)N(O)S(=O)(=O)F.CCO.CCO.CCO.CCO.CCO.CCO.CCO.CCO.CCO
HOMO (eV): -10.0
E (eV): -87403.692

Here are the Löwdin charges for atoms 1 to 2, given in e:
1. C -0.0973
2. C -0.7266



2.
The following is a DFT calculation (ωB97M-V/def2-TZVPD) of 7 unconnected molecules or ions with the total composition C21H60N4O7.

Bonds (Å) are listed after each position.
CARTESIAN COORDINATES (ANGSTROEM)
1 C -0.522 -1.351 4.827  C2 1.555, H5 1.090, H6 1.090, H7 1.090
2 C 0.783 -1.795 4.108  C1 1.555, C3 1.570, O4 1.468, H8 1.090
3 C 1.925 -0.718 4.149  C2 1.570, H9 1.090, H10 1.090, H11 1.090
4 O 1.173 -2.967 4.901  C2 1.468, H12 0.960
5 H -0.257 -0.969 5.814  C1 1.090
6 H -1.206 -2.161 5.079  C1 1.090
7 H -1.005 -0.625 4.173  C1 1.090
8 H 0.576 -2.160 3.102  C2 1.090
9 H 2.328 -0.529 5.144  C3 1.090
10 H 1.649 0.204 3.637  C3 1.090
11 H 2.895 -0.999 3.740  C3 1.090
12 H 0.379 -3.461 5.118  O4 0.960
13 C -2.540 0.881 -3.042  C14 1.557, H19 1.090, H20 1.090, H21 1.090
14 C -3.407 1.005 -1.754  C13 1.557, C15 1.544, N18 1.485, H22 1.090
15 C -4.861 1.107 -2.264  C14 1.544, O16 1.431, H23 1.090, H24 1.090
16 O -5.674 1.571 -1.181  C15 1.431, C17 1.412
17 C -6.064 0.639 -0.194  O16 1.412, H25 1.090, H26 1.090, H27 1.090
18 N -3.225 -0.267 -1.009  C14 1.485, H28 1.010, H29 1.010
19 H -2.549 1.730 -3.724  C13 1.090
20 H -2.712 -0.067 -3.553  C13 1.090
21 H -1.503 0.959 -2.716  C13 1.090
22 H -3.251 1.878 -1.120  C14 1.090
23 H -5.248 0.116 -2.503  C15 1.090
24 H -4.979 1.786 -3.108  C15 1.090
25 H -7.127 0.673 0.043  C17 1.090
26 H -5.497 0.747 0.731  C17 1.090
27 H -5.830 -0.369 -0.537  C17 1.090
28 H -2.228 -0.429 -1.047  N18 1.010
29 H -3.427 -0.275 -0.020  N18 1.010
30 C 5.962 -4.088 0.194  C31 1.562, H36 1.090, H37 1.090, H38 1.090
31 C 5.709 -2.704 -0.485  C30 1.562, C32 1.526, N35 1.434, H39 1.090
32 C 4.281 -2.404 -0.932  C31 1.526, O33 1.394, H40 1.090, H41 1.090
33 O 3.936 -3.340 -1.906  C32 1.394, C34 1.444
34 C 2.616 -3.073 -2.429  O33 1.444, H42 1.090, H43 1.090, H44 1.090
35 N 6.329 -1.716 0.349  C31 1.434, H45 1.010, H46 1.010
36 H 5.669 -3.966 1.236  C30 1.090
37 H 6.972 -4.493 0.137  C30 1.090
38 H 5.334 -4.857 -0.255  C30 1.090
39 H 6.284 -2.835 -1.402  C31 1.090
40 H 4.028 -1.391 -1.246  C32 1.090
41 H 3.679 -2.590 -0.043  C32 1.090
42 H 2.435 -3.629 -3.349  C34 1.090
43 H 2.446 -2.043 -2.741  C34 1.090
44 H 1.744 -3.258 -1.800  C34 1.090
45 H 6.153 -0.723 0.399  N35 1.010
46 H 7.318 -1.808 0.167  N35 1.010
47 C 0.808 2.609 -1.474  C48 1.554, H53 1.090, H54 1.090, H55 1.090
48 C 1.915 1.903 -2.307  C47 1.554, C49 1.564, N52 1.468, H56 1.090
49 C 3.266 1.630 -1.567  C48 1.564, O50 1.450, H57 1.090, H58 1.090
50 O 4.007 2.818 -1.191  C49 1.450, C51 1.444
51 C 4.391 3.835 -2.140  O50 1.444, H59 1.090, H60 1.090, H61 1.090
52 N 1.399 0.638 -2.845  C48 1.468, H62 1.010, H63 1.010
53 H 0.476 2.043 -0.603  C47 1.090
54 H -0.102 2.923 -1.985  C47 1.090
55 H 1.191 3.562 -1.109  C47 1.090
56 H 2.097 2.544 -3.170  C48 1.090
57 H 3.865 1.066 -2.283  C49 1.090
58 H 3.147 0.988 -0.694  C49 1.090
59 H 4.757 3.286 -3.007  C51 1.090
60 H 5.246 4.421 -1.802  C51 1.090
61 H 3.516 4.465 -2.303  C51 1.090
62 H 0.425 0.718 -3.100  N52 1.010
63 H 1.943 0.426 -3.668  N52 1.010
64 C -1.541 2.161 1.382  C65 1.546, H70 1.090, H71 1.090, H72 1.090
65 C -2.485 1.497 2.411  C64 1.546, C66 1.535, N69 1.437, H73 1.090
66 C -3.728 2.389 2.544  C65 1.535, O67 1.413, H74 1.090, H75 1.090
67 O -3.531 3.564 3.304  C66 1.413, C68 1.451
68 C -4.828 4.125 3.631  O67 1.451, H76 1.090, H77 1.090, H78 1.090
69 N -2.696 0.138 1.991  C65 1.437, H79 1.010, H80 1.010
70 H -1.940 2.147 0.368  C64 1.090
71 H -0.561 1.688 1.456  C64 1.090
72 H -1.452 3.189 1.733  C64 1.090
73 H -1.920 1.439 3.341  C65 1.090
74 H -4.380 1.734 3.121  C66 1.090
75 H -4.304 2.459 1.621  C66 1.090
76 H -4.802 4.979 4.309  C68 1.090
77 H -5.455 3.341 4.055  C68 1.090
78 H -5.448 4.466 2.801  C68 1.090
79 H -3.568 -0.263 2.305  N69 1.010
80 H -2.053 -0.433 2.520  N69 1.010
81 C 0.264 -1.318 0.297  O82 1.369, H83 1.090, H84 1.090, H85 1.090
82 O -0.261 -0.663 -0.784  C81 1.369, H86 0.960
83 H 0.331 -2.403 0.214  C81 1.090
84 H 1.273 -1.007 0.570  C81 1.090
85 H -0.355 -1.141 1.177  C81 1.090
86 H 0.503 -0.320 -1.254  O82 0.960
87 C -1.442 -2.813 -3.014  O88 1.488, H89 1.090, H90 1.090, H91 1.090
88 O -2.198 -2.997 -4.282  C87 1.488, H92 0.960
89 H -2.201 -2.703 -2.238  C87 1.090
90 H -0.680 -3.582 -2.893  C87 1.090
91 H -0.857 -1.907 -3.173  C87 1.090
92 H -1.521 -2.876 -4.952  O88 0.960

Values from the calculation:
LUMO level (spin up / spin down) (eV): -2.07 / -7.76
Orbital gap (spin up / spin down) (eV): 8.380 / 2.694
Spin multiplicity: 2
Net charge: +1
HOMO (spin up / spin down) (eV): -10.4 / -10.4
E (eV): -43028.922

Here are the Löwdin charges for atoms 1 to 2, given in e:
1. C -0.0485
2. C -0.4079